{
  "formula": "C3H8N2",
  "method": "ωB97M-V/def2-TZVPD",
  "homo_lumo_gap_ha": 0.28369,
  "homo_ev": -7.87,
  "max_force_ev_per_a": 5.6,
  "total_charge": 0,
  "relative_energy_kcal_mol": 136.20,
  "lumo_ev": -0.15,
  "spin_multiplicity": 1,
  "elements": ["C", "C", "N", "C", "N", "H", "H", "H", "H", "H", "H", "H", "H"],
  "xyz": [[1.28414, -0.55273, -0.93805], [1.07012, -0.33626, 0.56718], [-1.65523, -0.27437, -0.59820], [-1.17763, 0.62614, 0.24279], [0.03993, 0.68714, 0.90736], [2.09501, -1.22167, -1.20311], [1.33676, 0.40954, -1.45722], [0.26468, -0.91073, -1.23731], [1.98602, -0.00812, 1.06440], [0.78509, -1.27907, 1.05116], [-2.22304, -0.97234, -0.13148], [-0.22088, 1.24599, -0.25705], [-1.95730, 1.24695, 0.68916]],
  "forces_ev_per_angstrom": [[-2.2, 0.1, 0.1], [0.5, 0.2, 0.1], [1.8, -0.1, 0.7], [-4.0, -3.8, 1.1], [0.6, 1.1, -2.8], [0.1, 0.0, 0.1], [0.6, 0.0, 0.1], [1.2, -0.3, -0.3], [-0.1, 0.1, 0.0], [-0.3, 0.1, -0.1], [-0.8, 0.4, -0.5], [2.1, 0.9, 1.1], [0.6, 1.1, 0.4]]
}

{
  "formula": "C26H24HfN6O3S7",
  "method": "ωB97M-V/def2-TZVPD",
  "homo_lumo_gap_ha": 0.16637,
  "homo_ev": -6.93,
  "max_force_ev_per_a": 2.1,
  "total_charge": 0,
  "relative_energy_kcal_mol": 54.76,
  "lumo_ev": -2.41,
  "spin_multiplicity": 1,
  "elements": ["Hf", "C", "C", "C", "C", "C", "C", "N", "C", "C", "C", "C", "C", "C", "N", "N", "C", "C", "C", "C", "C", "N", "H", "H", "H", "H", "H", "H", "H", "H", "H", "H", "H", "H", "H", "C", "C", "C", "C", "N", "N", "C", "H", "H", "H", "H", "H", "H", "H", "H", "O", "S", "O", "O", "S", "C", "S", "C", "C", "S", "S", "C", "S", "S", "H", "H", "H"],
  "xyz": [[0.08588, 0.57425, 0.49195], [2.65294, 2.81766, -4.52231], [2.91225, 3.21738, -3.21892], [2.03403, 2.88959, -2.19470], [0.89191, 2.14630, -2.46609], [0.63060, 1.75054, -3.77467], [1.50438, 2.08521, -4.79823], [-0.03746, 1.79176, -1.43960], [-1.21779, 2.44275, -1.47395], [-1.47794, 3.66777, -2.15125], [-2.70668, 4.24926, -2.06007], [-3.77640, 3.67163, -1.31929], [-3.58311, 2.49463, -0.67776], [-2.31569, 1.86594, -0.75650], [-2.01673, 0.65353, -0.23616], [-2.89871, -0.03026, 0.33637], [-2.39679, -1.24507, 0.81273], [-3.31180, -2.16079, 1.29400], [-2.88869, -3.44256, 1.59094], [-1.55987, -3.76397, 1.38411], [-0.69044, -2.77159, 0.97234], [-1.07621, -1.51118, 0.72160], [3.33606, 3.08122, -5.31969], [3.80283, 3.79296, -2.99572], [2.21817, 3.22486, -1.18078], [-0.26655, 1.17531, -3.97681], [1.28996, 1.77131, -5.81286], [-0.68073, 4.14405, -2.70425], [-2.87207, 5.19812, -2.55652], [-4.72953, 4.17850, -1.26635], [-4.36118, 2.01888, -0.09688], [-4.33979, -1.84284, 1.39689], [-3.58778, -4.18220, 1.96084], [-1.18357, -4.76200, 1.55487], [0.36788, -2.96101, 0.86199], [5.56665, 1.82065, 0.69693], [4.39266, 1.18016, 0.03892], [4.28483, 0.37198, -1.07702], [2.93131, 0.07501, -1.19844], [2.24138, 0.68123, -0.23019], [3.15475, 1.34927, 0.50907], [2.25924, -0.81276, -2.18786], [6.45689, 1.69901, 0.08470], [5.75512, 1.36278, 1.66891], [5.39111, 2.88562, 0.85105], [5.08579, 0.01489, -1.70298], [2.85606, 1.88315, 1.31173], [2.54149, -0.53804, -3.20442], [1.17312, -0.74833, -2.10507], [2.56000, -1.84560, -1.99857], [0.99498, 0.79342, 2.40235], [0.04886, 1.95514, 2.68775], [-1.20253, 1.38062, 2.04155], [-0.07027, 2.35029, 4.04437], [0.64677, 3.26490, 1.32460], [2.76562, -5.08889, -0.61515], [4.22384, -4.30527, 0.11995], [3.64011, -4.03932, 1.74953], [2.85730, -3.00795, 2.14507], [2.25332, -1.72676, 1.16337], [2.47906, -3.01757, 3.85901], [3.35777, -4.43507, 4.32595], [3.42208, -5.00613, 5.86377], [4.14919, -5.17113, 2.98515], [3.05341, -5.43619, -1.60813], [1.95827, -4.35967, -0.69834], [2.45439, -5.93828, -0.00968]],
  "forces_ev_per_angstrom": [[1.7, -0.5, -1.1], [0.0, 0.0, 0.0], [0.0, 0.0, 0.0], [0.0, 0.1, 0.0], [0.0, 0.1, 0.2], [0.0, 0.0, 0.0], [0.0, 0.0, 0.0], [-0.1, -0.5, 0.1], [-0.4, -0.2, 0.1], [0.2, -0.1, 0.0], [-0.2, 0.0, 0.1], [0.1, 0.3, -0.2], [0.2, -0.3, 0.1], [0.0, 0.6, -0.6], [-0.7, 0.1, 0.2], [-0.4, -0.2, 0.0], [0.0, -0.3, -0.1], [-0.3, 0.1, 0.0], [0.0, -0.1, 0.1], [-0.1, 0.0, 0.0], [0.1, 0.0, 0.1], [-0.2, 0.1, -0.1], [0.0, 0.0, 0.0], [0.0, 0.0, 0.0], [0.0, 0.0, 0.0], [0.0, 0.0, 0.0], [0.0, 0.0, 0.0], [0.0, 0.0, 0.0], [0.0, 0.0, 0.0], [0.0, 0.0, 0.0], [0.0, 0.0, 0.0], [0.0, -0.1, 0.0], [0.0, 0.0, 0.0], [0.0, 0.0, 0.0], [0.0, 0.0, 0.0], [0.0, -0.1, 0.0], [0.1, 0.1, 0.0], [0.2, 0.0, 0.0], [-0.2, -0.1, -0.1], [0.0, 0.2, 0.2], [0.1, -0.1, 0.0], [0.2, -0.1, 0.1], [0.0, 0.0, 0.0], [0.0, 0.0, 0.0], [0.0, 0.0, 0.0], [0.0, 0.0, 0.0], [-0.1, 0.0, 0.0], [0.0, 0.0, 0.0], [-0.1, 0.0, 0.0], [0.0, 0.0, 0.0], [0.1, 0.1, 0.5], [0.2, 0.6, 0.7], [-0.1, -0.2, 0.1], [-0.1, 0.0, 0.0], [-0.1, 0.0, 0.0], [0.0, 0.1, 0.0], [0.0, -0.1, 0.0], [0.0, 0.1, -0.1], [-0.4, -0.2, 0.2], [0.6, 0.3, -0.4], [-0.1, 0.1, 0.0], [0.0, 0.0, 0.0], [0.0, 0.0, 0.0], [0.0, 0.0, 0.0], [0.0, 0.0, 0.0], [0.0, 0.0, 0.0], [0.0, 0.0, 0.0]]
}

{
  "formula": "C7H15N3O",
  "method": "ωB97M-V/def2-TZVPD",
  "homo_lumo_gap_ha": 0.41943,
  "homo_ev": -19.25,
  "max_force_ev_per_a": 4.1,
  "total_charge": 2,
  "relative_energy_kcal_mol": 80.51,
  "lumo_ev": -7.83,
  "spin_multiplicity": 1,
  "elements": ["C", "C", "C", "C", "C", "C", "C", "N", "N", "N", "O", "H", "H", "H", "H", "H", "H", "H", "H", "H", "H", "H", "H", "H", "H", "H"],
  "xyz": [[0.63494, 1.40548, 1.33438], [0.47205, -1.06244, 0.58298], [-0.72733, -0.55476, 1.40812], [-1.75743, -0.19708, 0.24344], [-2.70192, 0.92794, 0.50791], [2.97411, -0.25830, -0.90025], [1.66351, 0.27250, -1.28897], [-0.20021, 0.66552, 1.95113], [-0.80857, 0.16595, -0.85068], [0.57226, 0.07721, -0.24394], [1.13862, 2.43878, 1.16655], [1.36791, -1.18204, 1.16876], [0.36681, -2.04932, -0.01396], [-1.10802, -1.29952, 2.22302], [-2.29516, -1.11486, 0.13031], [-3.48413, 1.21399, -0.20875], [-2.27012, 1.88585, 0.79856], [-3.17572, 0.60255, 1.57804], [3.54864, 0.34566, -0.11735], [2.82006, -1.23743, -0.64396], [3.66689, -0.42022, -1.75476], [1.25128, -0.44537, -2.07275], [1.61117, 1.41700, -1.57582], [-0.50927, 1.19707, 2.76443], [-0.84816, -0.48823, -1.61865], [-1.01385, 1.09969, -1.17687]],
  "forces_ev_per_angstrom": [[0.7, 2.3, -2.3], [-0.5, -2.7, -0.3], [-0.8, -1.9, 0.2], [0.4, 0.2, 1.9], [-1.6, 0.1, 3.8], [2.5, 2.2, 0.4], [-2.6, 1.0, -1.9], [-0.3, 0.8, 2.2], [1.4, -0.6, 0.6], [0.6, 2.3, -0.9], [-0.2, -1.9, 0.2], [0.3, 0.1, 0.3], [-0.4, 1.4, 1.0], [0.6, 1.7, -1.5], [-0.2, -0.6, -1.1], [0.2, -0.9, 0.1], [0.7, 0.0, -0.2], [0.4, 0.8, -2.7], [-0.9, -0.9, -1.0], [-0.1, -2.6, 1.4], [-0.6, 0.8, 0.2], [0.8, 1.4, 0.0], [0.1, -2.4, 0.3], [-0.6, -0.8, 0.5], [0.0, -0.3, -0.8], [0.2, 0.6, -0.4]]
}

{
  "formula": "C2H5ClO5",
  "method": "ωB97M-V/def2-TZVPD",
  "homo_lumo_gap_ha": 0.40322,
  "homo_ev": -10.80,
  "max_force_ev_per_a": 3.8,
  "total_charge": 0,
  "relative_energy_kcal_mol": 7.76,
  "lumo_ev": 0.17,
  "spin_multiplicity": 1,
  "elements": ["C", "C", "O", "O", "O", "O", "O", "Cl", "H", "H", "H", "H", "H"],
  "xyz": [[-0.89087, -0.67204, 0.00568], [-0.21160, 0.72827, 0.16456], [-2.26752, -0.35809, 0.04860], [-0.60773, -1.22461, -1.22822], [-0.47249, -1.42249, 1.10614], [-0.15668, 1.42476, -1.01835], [0.30668, 0.96722, 1.20323], [2.86818, 0.31743, 0.34589], [-2.85512, -0.95536, -0.42483], [0.33690, -0.95293, -1.50145], [4.24360, 0.60807, 0.51721], [0.20786, 2.26959, -1.02191], [-0.50120, -0.72983, 1.80344]],
  "forces_ev_per_angstrom": [[-0.9, 0.9, -0.5], [0.1, -0.5, -1.7], [0.3, 0.3, 0.5], [2.3, 0.1, -0.2], [-0.6, 0.6, -0.7], [-1.6, -3.3, 0.8], [0.0, 1.7, 0.7], [3.4, 0.6, 0.4], [0.5, -0.4, -0.1], [-2.2, -0.8, 0.6], [-2.9, -0.7, -0.5], [1.3, 2.4, 0.8], [0.3, -0.8, 0.0]]
}

{
  "formula": "C12H18NP",
  "method": "ωB97M-V/def2-TZVPD",
  "homo_lumo_gap_ha": 0.27198,
  "homo_ev": -7.01,
  "max_force_ev_per_a": 4.0,
  "total_charge": 0,
  "relative_energy_kcal_mol": 30.78,
  "lumo_ev": 0.39,
  "spin_multiplicity": 1,
  "elements": ["C", "C", "C", "C", "C", "C", "C", "C", "C", "C", "C", "C", "N", "P", "H", "H", "H", "H", "H", "H", "H", "H", "H", "H", "H", "H", "H", "H", "H", "H", "H", "H"],
  "xyz": [[1.21119, 0.84811, -2.85900], [0.14373, 0.06774, -2.66890], [1.72207, 1.65406, -1.83457], [-0.22863, -0.19385, -1.22919], [1.00462, 1.83190, -0.68782], [-0.23580, 1.14184, -0.43696], [0.89101, -2.01201, 0.95987], [2.08644, -2.39610, 1.90802], [-0.40564, -1.62655, 1.54105], [-2.58910, 0.77711, 0.18084], [-1.54094, 2.89914, 1.03586], [-1.38025, 1.56514, 0.23282], [0.78369, -2.80941, -0.26965], [1.48815, -1.33398, -0.62277], [1.64101, 0.95764, -3.88310], [-0.28536, -0.63706, -3.42185], [2.58467, 2.21057, -2.19951], [-0.99755, -0.87240, -0.91423], [1.36007, 2.68538, -0.07590], [2.59372, -1.52142, 2.12809], [2.80880, -3.00166, 1.34047], [1.86658, -2.97459, 2.79907], [-1.12401, -1.77829, 0.84249], [-0.41325, -0.60541, 1.79881], [-0.77617, -2.44295, 2.28183], [-2.34976, -0.10066, 0.72594], [-3.46297, 1.16733, 0.68716], [-2.73906, 0.60695, -0.83394], [-1.61267, 2.60301, 2.03363], [-2.48249, 3.35406, 0.86980], [-0.79923, 3.60134, 0.85851], [1.23712, -3.66498, -0.28686]],
  "forces_ev_per_angstrom": [[-0.6, -0.6, -3.0], [-0.8, -2.3, 0.6], [-0.1, 0.6, 0.8], [2.0, 0.7, 0.8], [1.6, 2.1, 0.0], [-1.9, -1.0, 0.1], [2.1, -1.2, 0.0], [-1.1, -1.3, -1.8], [0.5, -2.4, 2.4], [-0.4, -0.3, 1.3], [0.0, -2.6, -1.6], [3.0, 2.6, -0.3], [-2.1, 0.6, 0.6], [-0.9, 2.2, -0.4], [-0.4, -0.1, 0.9], [0.5, 0.9, 0.4], [0.0, 0.3, 1.1], [-0.5, -0.1, -0.8], [-0.5, -0.7, 0.0], [1.0, 1.7, 1.0], [-0.2, 0.1, 0.0], [-0.5, 0.1, 0.2], [-2.1, -0.1, -2.5], [-0.2, 1.0, 1.2], [0.9, 1.8, -0.3], [-0.3, -1.4, 0.1], [-0.1, 0.6, -0.2], [-1.0, -0.9, -1.7], [0.3, -0.3, 2.0], [-1.1, 0.4, -0.7], [1.6, 1.2, -0.1], [1.2, -1.7, -0.3]]
}